This record from OMol25 describes a molecular structure, C7H14PSZr in a non-equilibrium geometry. The level of theory is the ωB97M-V functional and the def2-TZVPD basis.

CARTESIAN COORDINATES (ANGSTROEM)
C 0.346 0.894 -1.962
C -0.055 0.297 -3.159
C -0.466 -1.045 -3.353
C -0.533 -2.019 -2.323
C -0.220 -1.865 -0.991
Zr -0.909 0.073 -0.499
P -0.136 2.826 0.267
H 0.949 1.784 -2.009
H 0.008 0.867 -4.102
H -0.619 -1.384 -4.384
H 0.057 -2.723 -0.395
H -0.822 -3.007 -2.693
H -1.054 3.534 1.112
H 0.130 3.886 -0.649
H 1.047 2.978 1.082
C 1.379 -1.284 2.739
S 0.627 -0.125 1.525
C -0.863 0.153 2.553
H 2.217 -1.797 2.273
H 0.640 -2.014 3.077
H 1.742 -0.684 3.577
H -1.159 -0.786 3.040
H -0.584 0.905 3.302
H -1.720 0.535 1.973

Kohn-Sham gap ... 6.47 eV
Electronic energy ... -1061.286307 a.u.
Multiplicity ... 1
LUMO level ... -4.19 eV
M ... 252.454 u
Charge ... +1
Largest force on an atom ... 3.7 eV Å⁻¹

***

This record from OMol25 describes a molecular structure, C38H36BaF6N3O7PS3 in a non-equilibrium geometry. The level of theory is the ωB97M-V functional and the def2-TZVPD basis.

CARTESIAN COORDINATES (ANGSTROEM)
Ba 1.799 1.833 0.004
C -2.593 -1.326 -1.761
C -3.086 -2.239 -0.693
C -4.294 -2.906 -0.837
C -4.782 -3.749 0.148
C -4.049 -3.922 1.309
C -2.842 -3.262 1.470
C -2.331 -2.436 0.475
P -0.766 -1.477 0.643
C -0.360 -1.950 2.395
C -0.725 -0.961 3.306
C -0.537 -1.119 4.667
C 0.054 -2.276 5.141
C 0.438 -3.258 4.245
C 0.225 -3.129 2.876
C 0.615 -4.262 1.979
C 0.357 -2.455 -0.403
C -0.070 -3.459 -1.261
C 0.796 -4.051 -2.165
C 2.112 -3.592 -2.247
C 2.549 -2.586 -1.427
C 1.705 -1.980 -0.460
C 2.182 -0.982 0.410
H -3.349 -1.164 -2.527
H -1.692 -1.730 -2.223
H -2.313 -0.357 -1.345
H -4.871 -2.751 -1.738
H -5.732 -4.255 0.013
H -4.421 -4.573 2.091
H -2.296 -3.395 2.393
H -1.151 -0.053 2.910
H -0.849 -0.347 5.361
H 0.221 -2.419 6.201
H 0.909 -4.157 4.624
H 0.868 -5.146 2.565
H 1.474 -3.986 1.372
H -0.199 -4.507 1.301
H -1.096 -3.807 -1.210
H 0.452 -4.848 -2.810
H 2.789 -4.042 -2.965
H 3.566 -2.216 -1.509
H 3.258 -0.899 0.481
H 1.681 -0.901 1.364
N 0.947 1.950 3.125
N 0.623 3.324 3.201
C 1.233 4.217 2.285
O 1.098 5.406 2.565
O 1.811 3.718 1.285
H 0.402 1.438 3.808
H 1.942 1.783 3.269
H 0.597 3.731 4.136
F 3.608 3.991 3.264
C 4.218 4.235 2.089
F 5.515 4.380 2.446
F 3.821 5.399 1.623
S 4.062 2.700 1.017
O 3.651 2.948 -0.324
O 3.370 1.712 1.776
N 5.582 2.233 0.996
S 6.394 3.101 -0.005
O 5.940 4.453 -0.139
O 7.806 2.892 0.132
C 6.037 2.349 -1.724
F 5.394 1.176 -1.652
F 5.343 3.142 -2.539
F 7.197 2.093 -2.365
C -2.073 3.497 0.361
C -2.343 2.064 0.718
O -1.521 1.370 1.283
C -3.666 1.498 0.343
C -4.393 1.989 -0.738
C -5.576 1.381 -1.104
C -6.056 0.289 -0.399
C -5.341 -0.205 0.678
C -4.154 0.396 1.046
H -1.282 3.874 1.010
H -2.963 4.119 0.440
H -1.700 3.517 -0.669
H -4.000 2.808 -1.317
H -6.125 1.759 -1.953
H -6.977 -0.182 -0.710
H -5.697 -1.071 1.216
H -3.576 0.008 1.870
S -0.604 1.533 -2.412
C 0.117 1.200 -3.966
C 1.214 1.916 -4.457
C 1.712 1.673 -5.721
C 1.139 0.706 -6.534
C 0.048 -0.009 -6.062
C -0.463 0.241 -4.806
H 1.670 2.669 -3.824
H 2.556 2.248 -6.081
H 1.537 0.513 -7.521
H -0.409 -0.769 -6.684
H -1.315 -0.308 -4.441

Kohn-Sham gap ... 5.18 eV
Electronic energy ... -4321.255562 a.u.
Multiplicity ... 1
Relative energy (zero: lowest compared OMol25 entry of this formula, charge and spin) ... 114.8 kcal/mol
LUMO level ... 4.01 eV
M ... 1025.211 u
Charge ... -2
Largest force on an atom ... 11.5 eV Å⁻¹

***

This record from OMol25 describes a molecular structure, C24H50BrClP2PdSi2 in a non-equilibrium geometry. The level of theory is the ωB97M-V functional and the def2-TZVPD basis.

CARTESIAN COORDINATES (ANGSTROEM)
Pd 0.072 -0.007 -0.116
C 2.390 -0.182 -2.081
C 1.582 -1.337 -1.975
C 0.207 -0.911 -2.195
Si 2.226 -2.938 -1.257
C 0.210 0.523 -2.326
C 1.585 0.977 -2.183
Si 2.225 2.682 -1.756
H 3.479 -0.181 -2.043
H -0.653 -1.548 -2.373
H -0.649 1.119 -2.617
Cl -2.954 0.097 1.097
C 4.084 2.633 -1.606
C 1.667 3.859 -3.092
C 4.084 -2.863 -1.116
C 1.681 -4.334 -2.369
H 2.235 3.628 -4.005
H 1.886 4.894 -2.796
H 0.598 3.771 -3.322
H 4.392 2.040 -0.734
H 4.466 3.659 -1.503
H 4.509 2.179 -2.513
H 2.217 -4.231 -3.324
H 0.604 -4.327 -2.577
H 1.952 -5.298 -1.919
H 4.506 -2.575 -2.090
H 4.466 -3.854 -0.833
H 4.391 -2.125 -0.362
C 1.451 3.163 -0.089
C 1.453 -3.125 0.469
P -0.193 2.405 0.244
H 1.397 4.263 0.002
H 2.130 2.793 0.701
P -0.195 -2.327 0.659
H 2.134 -2.637 1.190
H 1.393 -4.196 0.730
C -0.715 -2.738 2.409
C -1.313 -3.397 -0.414
C -1.309 3.276 -0.996
C -0.716 3.115 1.894
C -0.485 2.099 3.014
H -1.799 3.286 1.781
C -0.043 4.436 2.280
H 1.036 4.304 2.424
H -0.452 4.757 3.249
H -0.202 5.257 1.571
H -1.239 1.299 3.018
H -0.525 2.626 3.980
H 0.512 1.646 2.908
H -0.887 3.012 -1.978
C -1.335 4.797 -0.865
C -2.743 2.751 -0.920
H -0.346 5.263 -0.929
H -1.821 5.107 0.070
H -1.943 5.204 -1.686
H -2.790 1.670 -1.086
H -3.349 3.248 -1.692
H -3.190 2.986 0.057
H -0.889 -3.309 -1.427
C -2.745 -2.863 -0.431
C -1.341 -4.871 -0.016
H -0.353 -5.342 0.002
H -1.951 -5.412 -0.754
H -1.827 -5.010 0.959
H -2.791 -1.829 -0.788
H -3.190 -2.918 0.574
H -3.353 -3.489 -1.099
C -0.475 -1.544 3.336
C -0.044 -3.975 3.016
H -1.798 -2.920 2.326
H 1.036 -3.823 3.132
H -0.208 -4.904 2.458
H -0.453 -4.119 4.026
H 0.528 -1.128 3.155
H -0.521 -1.893 4.379
H -1.219 -0.747 3.198
C -4.777 0.105 1.047
H -5.177 0.159 2.057
H -5.076 -0.827 0.554
H -5.061 0.983 0.457
Br 2.161 0.129 1.401

Kohn-Sham gap (spin up / spin down) ... 3.32 / 6.31 eV
Electronic energy ... -5368.177624 a.u.
Multiplicity ... 5
LUMO level (spin up / spin down) ... 0.39 / -1.60 eV
M ... 678.561 u
Largest force on an atom ... 4.1 eV Å⁻¹